1.
Formula: C34H50N10PdSSbSi3
Source: the OMol25 dataset
Level of theory: the ωB97M-V functional and the def2-TZVPD basis

```
100
Properties=species:S:1:pos:R:3:lowdin_spin:R:1
Pd -0.723 -0.736 -0.864 0.9794
C -0.162 1.381 3.200 0.1116
Sb -0.017 0.964 1.075 0.0949
C -0.755 -1.092 1.343 0.3403
C -2.108 -0.854 1.905 0.0264
C -3.064 -0.028 1.293 0.0421
C -4.296 0.159 1.894 0.0003
C -4.576 -0.484 3.087 0.0447
C -3.584 -1.297 3.621 0.0007
N -2.396 -1.474 3.063 0.0423
Si 0.091 -2.630 2.052 0.0397
C 1.671 -3.072 1.149 -0.0012
C -1.012 -4.128 1.836 0.0018
C 0.468 -2.534 3.889 0.0156
C 2.131 1.264 0.645 0.0172
C 2.549 0.275 -0.421 0.0044
C 3.808 0.369 -1.031 0.0039
C 4.237 -0.602 -1.910 -0.0015
C 3.407 -1.680 -2.184 0.0019
C 2.158 -1.680 -1.611 0.0030
N 1.718 -0.722 -0.782 0.0650
Si 2.128 3.054 -0.087 0.0009
C 3.823 3.827 -0.251 -0.0003
C 1.383 3.007 -1.798 0.0002
C 1.114 4.252 0.944 0.0011
Si 3.287 1.198 2.171 0.0031
C 2.975 -0.312 3.220 -0.0006
C 3.068 2.744 3.212 0.0001
C 5.105 1.123 1.729 0.0020
H -0.998 0.800 3.581 0.0009
H -0.327 2.444 3.351 0.0022
H 0.755 1.067 3.689 0.0061
H -2.849 0.442 0.341 -0.0001
H -5.038 0.793 1.423 -0.0011
H -5.529 -0.377 3.585 0.0028
H -3.756 -1.835 4.547 -0.0005
H 1.445 -3.541 0.189 0.0001
H 2.201 -3.808 1.757 -0.0002
H 2.346 -2.240 0.967 -0.0001
H -1.190 -4.368 0.786 0.0000
H -1.970 -4.013 2.343 0.0001
H -0.502 -4.983 2.287 0.0000
H 0.774 -1.550 4.246 0.0001
H 1.266 -3.240 4.127 0.0018
H -0.427 -2.810 4.444 0.0003
H 4.455 1.193 -0.782 0.0005
H 5.216 -0.527 -2.366 -0.0001
H 3.707 -2.480 -2.845 0.0004
H 1.451 -2.473 -1.828 0.0004
H 4.473 3.301 -0.949 0.0000
H 4.347 3.930 0.697 0.0000
H 3.674 4.834 -0.650 0.0000
H 2.020 2.437 -2.478 0.0000
H 1.320 4.025 -2.189 0.0000
H 0.370 2.595 -1.797 0.0001
H 1.635 4.574 1.846 0.0001
H 0.133 3.872 1.227 0.0013
H 0.947 5.136 0.324 0.0000
H 1.935 -0.628 3.233 -0.0005
H 3.271 -0.105 4.250 0.0000
H 3.570 -1.155 2.868 0.0000
H 2.038 3.068 3.342 0.0001
H 3.634 3.581 2.803 0.0000
H 3.473 2.537 4.205 0.0000
H 5.376 0.176 1.263 0.0000
H 5.649 1.183 2.677 0.0002
H 5.461 1.937 1.101 0.0000
N 0.830 0.293 -3.711 -0.0006
C 0.008 -0.700 -4.068 0.0038
N -0.100 -0.960 -5.367 0.0027
C -0.929 -1.951 -5.677 0.0003
N -1.056 -2.283 -6.967 -0.0001
N -1.673 -2.645 -4.792 0.0017
C -1.487 -2.309 -3.535 0.0030
N -0.640 -1.374 -3.084 0.0428
C -2.329 -3.034 -2.535 0.0028
C -2.991 -4.195 -2.903 0.0016
C -3.802 -4.818 -1.968 -0.0004
C -3.932 -4.247 -0.714 0.0012
C -3.226 -3.086 -0.436 0.0030
N -2.430 -2.494 -1.320 0.0425
H 1.163 0.891 -4.448 0.0000
H 0.757 0.675 -2.781 -0.0008
H -0.548 -1.768 -7.663 0.0000
H -1.708 -2.999 -7.231 0.0000
H -2.869 -4.578 -3.904 0.0004
H -4.327 -5.729 -2.218 0.0000
H -4.557 -4.688 0.049 0.0002
H -3.288 -2.622 0.540 -0.0001
S -2.252 1.106 -2.282 0.0145
C -2.729 2.530 -1.535 0.0097
N -4.067 2.852 -1.546 0.0061
C -4.574 3.985 -1.025 0.0004
C -3.732 4.872 -0.431 0.0037
C -2.370 4.512 -0.426 0.0009
N -1.885 3.412 -0.948 0.0066
H -4.670 2.176 -1.999 0.0001
H -5.642 4.125 -1.112 0.0000
H -4.089 5.792 0.002 0.0002
H -1.642 5.176 0.031 -0.0001
```

Max |F| = 0.5 eV Å⁻¹
Energy above the lowest of the compared OMol25 structures with the same formula, charge and spin = 16.2 kcal per mole
Charge = +1
Multiplicity = 3
Gap between HOMO and LUMO (alpha / beta) = 6.23 / 5.99 eV



2.
Formula: C34H51Br2F4IO7S5
Source: the OMol25 dataset
Level of theory: the ωB97M-V functional and the def2-TZVPD basis

```
104
Properties=species:S:1:pos:R:3:lowdin_charge:R:1
C 5.416 0.437 4.481 -0.0957
C 4.271 0.709 3.443 -0.2159
C 2.952 0.176 4.054 -0.1395
C 1.669 0.887 3.600 -0.0990
C 1.179 0.606 2.321 -0.1936
C 1.841 -0.346 1.332 -0.1885
C 2.848 0.283 0.342 -0.7242
C 2.962 -0.677 -0.891 -0.1946
I 2.269 2.213 -0.428 0.8769
C -0.007 1.195 1.916 -0.0287
C -0.693 2.037 2.740 -0.0768
C -0.193 2.354 4.000 -0.0389
C 0.997 1.786 4.443 -0.0855
C 1.522 2.132 5.844 -0.1075
C 2.954 2.719 5.878 -0.1516
C 3.096 4.243 5.739 -0.7496
F 4.382 4.533 6.142 -0.0337
Br 1.956 5.239 6.964 0.8204
C 3.023 4.754 4.223 -0.8694
F 3.024 3.731 3.362 0.0421
F 4.145 5.458 3.969 0.0303
Br 1.561 5.971 3.803 0.8042
C -1.042 3.291 4.815 -0.2540
O -0.636 4.211 5.498 0.0224
C -2.543 3.074 4.711 -0.0881
C -3.366 3.205 5.800 0.0677
C -4.715 3.029 5.586 -0.2601
F -5.540 3.169 6.637 0.0734
C -5.206 2.716 4.348 0.0121
C -4.372 2.593 3.258 0.0147
C -3.015 2.773 3.445 -0.0892
C -2.020 2.637 2.316 -0.2534
O -2.275 2.944 1.167 0.1204
H 6.325 0.994 4.236 0.0739
H 5.083 0.554 5.516 0.0636
H 5.677 -0.628 4.362 0.0749
H 4.250 1.788 3.279 0.0938
H 4.539 0.123 2.565 0.0887
H 2.834 -0.887 3.801 0.1161
H 2.970 0.207 5.149 0.0958
H 1.036 -0.827 0.764 0.1141
H 2.342 -1.138 1.906 0.1140
H 3.861 0.377 0.726 0.0484
H 3.434 -0.104 -1.689 0.0164
H 3.622 -1.499 -0.599 0.0770
H 1.972 -1.006 -1.220 0.0772
H -0.422 0.966 0.936 0.1208
H 1.577 1.165 6.370 0.1239
H 0.800 2.722 6.408 0.0795
H 3.363 2.486 6.871 0.1322
H 3.635 2.270 5.156 0.0799
H -2.922 3.473 6.756 0.1390
H -6.281 2.585 4.237 0.1260
H -4.806 2.348 2.284 0.1120
C 6.104 -3.533 -4.114 -0.2649
S 4.641 -2.505 -4.299 0.8246
O 4.524 -1.675 -3.061 -0.5650
C 3.450 -3.844 -4.160 -0.2892
H 6.978 -2.885 -4.131 0.0487
H 6.063 -4.068 -3.164 0.0537
H 6.157 -4.238 -4.944 0.0523
H 3.581 -4.358 -3.205 0.0598
H 3.587 -4.539 -4.984 0.0379
H 2.451 -3.421 -4.210 0.0382
C 5.633 1.961 -4.580 -0.2656
S 5.999 1.346 -6.230 0.8016
O 6.219 -0.117 -6.111 -0.5705
C 7.617 2.122 -6.367 -0.2761
H 4.669 1.559 -4.273 0.0483
H 6.403 1.630 -3.883 0.0611
H 5.583 3.050 -4.601 0.0529
H 8.260 1.782 -5.554 0.0567
H 7.504 3.206 -6.333 0.0507
H 8.053 1.833 -7.322 0.0467
C -6.394 -0.177 0.115 -0.2673
S -7.259 1.399 0.209 0.8124
O -7.287 1.804 1.642 -0.5623
C -8.879 0.747 -0.198 -0.2690
H -5.350 -0.010 0.376 0.0450
H -6.837 -0.884 0.818 0.0580
H -6.458 -0.564 -0.902 0.0449
H -9.160 -0.019 0.526 0.0609
H -8.860 0.328 -1.205 0.0111
H -9.595 1.565 -0.159 0.0557
C 0.460 -7.667 -5.409 -0.2707
S 0.593 -6.139 -6.349 0.8276
O 1.302 -5.153 -5.490 -0.5571
C -1.158 -5.732 -6.295 -0.2718
H 1.460 -8.078 -5.286 0.0500
H 0.026 -7.461 -4.430 0.0583
H -0.160 -8.377 -5.957 0.0527
H -1.487 -5.652 -5.259 0.0578
H -1.726 -6.504 -6.815 0.0524
H -1.300 -4.777 -6.798 0.0502
C -8.122 -2.222 -4.100 -0.2717
S -9.588 -1.201 -4.309 0.8232
O -9.722 -0.366 -3.085 -0.5584
C -10.775 -2.544 -4.170 -0.2700
H -7.250 -1.572 -4.114 0.0490
H -8.172 -2.748 -3.146 0.0572
H -8.056 -2.935 -4.922 0.0525
H -10.653 -3.048 -3.211 0.0588
H -10.625 -3.247 -4.990 0.0533
H -11.776 -2.120 -4.235 0.0510
```

Max |F| = 2.0 eV Å⁻¹
Charge = 0
Multiplicity = 1
Gap between HOMO and LUMO = 8.27 eV



3.
Formula: C34H51N8O3
Source: the OMol25 dataset
Level of theory: the ωB97M-V functional and the def2-TZVPD basis

```
96
Properties=species:S:1:pos:R:3:lowdin_charge:R:1
C -1.401 -2.223 0.533 -0.0257
C -0.048 -1.916 0.936 -0.4837
C 0.945 -2.512 -0.163 -0.0848
C 0.925 -1.712 -1.486 -0.1386
C 1.359 -0.317 -1.053 -0.1402
C 0.517 0.459 -0.003 -0.3697
N 0.163 -0.491 1.087 0.0740
O -0.010 0.130 2.189 0.1916
C -0.810 0.934 -0.662 0.0314
C 1.346 1.613 0.567 0.0104
C 0.298 -2.572 2.267 -0.0327
H -1.691 -1.924 -0.551 0.0977
H -2.147 -1.884 1.174 0.0749
H -1.778 -3.228 0.649 0.1184
H 0.561 -3.509 -0.236 0.1119
H 2.054 -2.413 0.395 0.1916
H -0.100 -1.692 -2.057 0.1356
H 1.685 -2.126 -2.219 0.1249
H 1.446 0.264 -1.889 0.0743
H 2.373 -0.201 -0.693 0.1261
H -0.733 1.527 -1.436 0.0324
H -1.534 1.459 0.085 0.1343
H -1.475 0.197 -1.043 0.0470
H 0.766 2.250 1.070 0.0134
H 1.966 2.331 -0.192 0.1765
H 2.011 1.341 1.240 0.0291
H 1.085 -2.357 2.905 0.0441
H 0.532 -3.749 2.437 0.1726
H -0.492 -2.455 3.022 0.0616
N -2.485 1.352 4.815 -0.0625
C -3.561 2.199 4.926 -0.0392
C -4.758 1.451 4.121 -0.0207
C -4.158 0.252 3.559 -0.0490
C -2.719 0.301 4.177 -0.2136
H -1.574 1.449 5.463 0.2376
H -3.488 3.008 5.400 0.0021
H -5.706 1.927 4.068 0.0518
H -4.482 -0.430 2.855 0.0324
H -1.992 -0.563 3.866 0.1130
N 0.589 -2.568 -6.882 -0.0123
C 1.019 -3.889 -7.024 -0.0175
C 2.120 -4.106 -5.836 0.0155
C 2.251 -2.700 -5.236 -0.0561
C 1.256 -1.818 -5.946 -0.1141
H 0.079 -2.351 -7.653 0.1026
H 0.715 -4.606 -7.613 0.0227
H 2.760 -4.855 -5.585 0.0114
H 2.843 -2.375 -4.488 0.0121
H 1.171 -0.847 -5.677 0.0099
N 1.186 3.204 -5.268 -0.0867
C 1.320 2.621 -6.584 -0.0605
C 2.083 1.364 -6.280 -0.0908
C 2.369 1.352 -4.782 -0.0748
C 1.723 2.598 -4.197 -0.1354
H 0.700 4.318 -5.060 0.2563
H 0.802 2.869 -7.387 0.0332
H 2.467 0.619 -7.149 0.1320
H 2.853 0.649 -4.165 0.0416
H 1.801 2.695 -3.217 0.0328
N -4.245 -0.961 -2.244 -0.0312
C -3.154 -1.669 -2.768 -0.1514
C -2.447 -0.798 -3.761 -0.0868
C -3.119 0.533 -3.741 -0.0684
C -4.139 0.372 -2.642 -0.1353
H -4.976 -1.497 -1.734 0.1644
H -2.990 -2.711 -2.381 0.1092
H -1.627 -0.990 -4.461 0.0692
H -2.946 1.514 -4.192 0.0780
H -4.932 1.129 -2.345 0.1116
N -0.059 5.233 0.506 -0.0516
C -1.272 4.478 0.538 -0.0691
C -1.419 4.160 2.057 -0.0669
C -0.261 4.698 2.741 -0.0782
C 0.579 5.318 1.699 -0.1348
H 0.224 5.751 -0.376 0.1737
H -1.934 4.251 -0.278 0.0780
H -2.305 3.651 2.191 0.0346
H -0.119 4.668 3.780 0.0573
H 1.545 5.762 1.793 0.0926
N 5.836 0.987 3.685 -0.1023
C 6.170 -0.096 2.890 -0.0999
C 4.936 -0.928 3.079 -0.0969
C 3.859 -0.102 3.834 -0.0633
C 4.640 1.157 4.245 -0.1107
H 6.651 1.665 3.727 0.1807
H 7.096 -0.523 2.517 0.0969
H 4.597 -1.934 2.678 0.0744
H 2.766 -0.355 3.919 0.0586
H 4.516 2.094 4.700 0.0815
C -2.756 -3.464 7.170 0.0810
N -1.814 -3.084 6.069 -0.3963
O -0.970 -2.232 6.205 0.0742
O -2.097 -3.679 4.954 -0.0183
H -2.748 -4.583 7.042 0.1343
H -3.700 -3.145 6.867 0.0859
H -2.336 -3.009 7.952 0.0530
```

Max |F| = 11.9 eV Å⁻¹
Energy above the lowest of the compared OMol25 structures with the same formula, charge and spin = 13.9 kcal per mole
Charge = +1
Multiplicity = 1
Gap between HOMO and LUMO = 3.78 eV



4.
Formula: C34H52B3N5O9P
Source: the OMol25 dataset
Level of theory: the ωB97M-V functional and the def2-TZVPD basis

```
104
Properties=species:S:1:pos:R:3:lowdin_charge:R:1
C 2.706 -0.315 5.368 -0.0877
C 1.451 -1.051 4.854 -0.1919
C 0.743 -0.364 3.660 -0.2385
C -0.726 -0.030 3.962 -0.0370
C 1.012 -1.079 2.277 -0.2336
B 2.280 -0.244 1.762 -0.4353
C 2.052 1.169 1.114 0.0226
O 3.606 -0.652 1.962 0.1061
O -0.064 -0.789 1.359 0.0070
B 0.085 -1.714 0.241 -0.8313
C 0.737 -1.129 -1.152 -0.0573
C 0.068 0.025 -1.901 -0.1915
O -0.606 0.981 -1.046 -0.0174
C -1.952 1.081 -1.131 -0.5236
C -2.635 1.130 0.192 0.0212
O -2.509 1.193 -2.207 0.0664
P -1.578 -2.744 -0.206 0.6075
O -2.548 -3.167 0.853 -0.3308
O -1.042 -4.083 -0.959 -0.1544
O -2.393 -1.975 -1.397 -0.1666
O 0.965 -2.796 0.741 -0.0140
C 1.113 -2.627 2.168 -0.2844
C 2.475 -3.269 2.534 0.0092
B 0.001 -3.557 2.876 -0.5002
O -0.087 -4.813 2.327 0.1713
N -0.772 -3.230 4.111 -0.1136
C -2.198 -3.021 3.846 -0.1051
C -0.612 -4.248 5.140 -0.1029
H 2.685 0.748 5.116 0.0703
H 3.621 -0.748 4.948 0.0654
H 2.794 -0.414 6.456 0.0607
H 0.732 -1.149 5.674 0.1031
H 1.740 -2.069 4.605 0.0822
H 1.228 0.621 3.567 0.1130
H -0.793 0.975 4.399 0.0740
H -1.142 -0.726 4.691 0.0566
H -1.330 -0.027 3.060 0.0676
H 2.841 1.874 1.393 0.0655
H 1.060 1.582 1.322 0.0736
H 2.090 1.036 0.025 0.0670
H 3.932 -1.244 1.283 0.1002
H 0.780 -1.940 -1.896 0.0928
H 1.786 -0.871 -0.953 0.0946
H 0.827 0.605 -2.444 0.1032
H -0.655 -0.329 -2.643 0.1049
H -2.144 1.812 0.885 0.0800
H -3.668 1.455 0.038 0.0758
H -2.626 0.137 0.644 0.0881
H -0.109 -3.991 -1.177 0.0570
H -3.289 -2.331 -1.424 0.0678
H 3.064 -2.653 3.212 0.0680
H 3.051 -3.399 1.612 0.0963
H 2.355 -4.253 3.001 0.0834
H -0.959 -5.199 2.454 0.1045
H -2.343 -2.259 3.083 0.0678
H -2.679 -2.676 4.773 0.0826
H -2.710 -3.927 3.491 0.0832
H -0.894 -5.264 4.814 0.0802
H 0.423 -4.272 5.495 0.0837
H -1.254 -3.999 5.994 0.0810
N 0.305 1.647 -5.448 0.0576
C 0.315 1.846 -6.766 -0.1596
C -0.832 1.970 -7.532 -0.0805
C -2.062 1.881 -6.895 -0.0810
C -2.089 1.684 -5.526 -0.0464
C -0.883 1.577 -4.848 -0.1296
H 1.293 1.907 -7.233 0.0972
H -0.761 2.128 -8.600 0.0951
H -2.983 1.969 -7.459 0.1007
H -3.015 1.610 -4.972 0.1048
H -0.884 1.433 -3.775 0.0691
N 1.843 -2.605 -4.646 0.0687
C 1.881 -1.317 -4.982 -0.1347
C 2.791 -0.790 -5.888 -0.0687
C 3.706 -1.644 -6.480 -0.0884
C 3.674 -2.989 -6.143 -0.0866
C 2.726 -3.415 -5.225 -0.1608
H 1.161 -0.671 -4.496 0.0802
H 2.778 0.268 -6.109 0.0843
H 4.435 -1.269 -7.189 0.0996
H 4.370 -3.694 -6.577 0.0938
H 2.672 -4.459 -4.934 0.1002
N 3.579 3.357 -2.938 0.0543
C 2.305 3.267 -3.326 -0.1535
C 1.288 4.042 -2.786 -0.0651
C 1.603 4.954 -1.793 -0.0814
C 2.922 5.057 -1.381 -0.0842
C 3.866 4.239 -1.985 -0.1699
H 2.078 2.531 -4.087 0.0731
H 0.271 3.915 -3.133 0.0978
H 0.833 5.567 -1.342 0.1019
H 3.216 5.749 -0.604 0.0944
H 4.907 4.291 -1.683 0.0966
N -3.943 2.839 2.790 0.0703
C -5.243 2.606 2.644 -0.1464
C -6.226 3.287 3.349 -0.0769
C -5.835 4.260 4.254 -0.0910
C -4.481 4.510 4.416 -0.0793
C -3.579 3.774 3.662 -0.1478
H -5.509 1.834 1.931 0.1040
H -7.271 3.054 3.191 0.0976
H -6.571 4.812 4.825 0.1000
H -4.128 5.258 5.114 0.0968
H -2.511 3.938 3.763 0.1051
```

Max |F| = 1.1 eV Å⁻¹
Charge = -1
Multiplicity = 1
Gap between HOMO and LUMO = 7.10 eV